{"formula": "C35H33AsCrN3O9S4Si", "method": "ωB97M-V/def2-TZVPD", "e_homo_ev": [-1.79, -1.80], "fmax_ev_per_a": 5.3, "spin_multiplicity": 4, "e_lumo_ev": [3.72, 3.72], "charge": -2, "elements": ["Cr", "O", "As", "O", "O", "C", "C", "C", "C", "C", "C", "S", "O", "O", "O", "H", "H", "H", "H", "H", "C", "Si", "C", "C", "C", "C", "C", "C", "N", "C", "S", "H", "H", "H", "H", "H", "H", "H", "H", "H", "H", "H", "H", "C", "C", "O", "S", "C", "C", "C", "C", "C", "C", "C", "C", "H", "H", "H", "H", "H", "H", "H", "O", "C", "C", "C", "C", "O", "N", "H", "H", "H", "H", "S", "C", "N", "C", "C", "C", "C", "C", "C", "H", "H", "H", "H", "H"], "positions_angstrom": [[0.07036, -1.00049, 0.78488], [0.07867, -1.15863, 5.36293], [-0.75444, -0.27070, 4.03822], [-0.99460, 1.18152, 4.82142], [0.11033, -0.42981, 2.59693], [-2.27409, -1.50697, 3.95595], [-2.43005, -2.51731, 4.89809], [-3.51965, -3.33812, 4.83520], [-4.41713, -3.27994, 3.78147], [-4.25111, -2.31627, 2.84077], [-3.13115, -1.46881, 2.92274], [-2.86910, -0.31749, 1.55053], [-4.10521, -0.10332, 0.82248], [-2.24784, 0.85052, 2.11924], [-1.87296, -1.02153, 0.68741], [0.21149, -0.44947, 5.98277], [-1.67022, -2.75899, 5.62206], [-3.52327, -4.19672, 5.49848], [-5.26678, -3.94107, 3.77836], [-4.87877, -2.23363, 1.99142], [0.83180, 4.34518, 3.92185], [0.73405, 4.93380, 2.16354], [-0.42596, 6.38082, 2.06910], [2.30653, 5.60482, 1.32356], [-0.00202, 3.55462, 1.09576], [-1.18224, 3.83434, 0.40945], [-1.66794, 2.87176, -0.43251], [-1.10011, 1.59232, -0.35643], [0.00068, 1.24730, 0.27522], [0.62639, 2.29081, 0.93748], [2.17796, 2.08232, 1.56125], [1.29267, 5.05926, 4.65411], [1.30019, 3.38201, 3.92716], [-0.24075, 4.15702, 4.25420], [-0.03486, 7.19476, 2.74706], [-1.41558, 6.18729, 2.41550], [-0.45269, 6.75929, 1.07412], [2.32664, 6.65016, 1.02397], [2.37658, 4.90066, 0.56495], [3.14370, 5.31610, 1.93874], [-1.75949, 4.71477, 0.50742], [-2.57459, 3.02091, -1.02139], [-1.59766, 0.76308, -0.89444], [-0.14793, 1.46678, -7.31243], [-0.01774, 0.69113, -8.59334], [0.02817, 1.21537, -9.65774], [-0.16603, -1.12645, -8.53919], [-0.31483, -1.52028, -6.73729], [-1.52934, -1.36301, -6.05106], [-1.54292, -1.61878, -4.65332], [-0.33843, -1.79194, -3.94084], [0.85595, -1.80381, -4.65582], [0.87784, -1.74945, -6.06043], [-0.32252, -1.71920, -2.56355], [-0.12013, -1.48141, -1.34336], [0.24337, 0.95291, -6.45714], [-1.22721, 1.61552, -7.15071], [0.42829, 2.37831, -7.42913], [-2.47238, -1.03052, -6.59643], [-2.43343, -1.65639, -4.03309], [1.74080, -1.90522, -4.05889], [1.89092, -1.91599, -6.46941], [-1.73200, -3.69548, 0.01838], [-1.08885, -3.75290, 1.04067], [-1.36259, -4.89540, 2.05754], [-0.13380, -4.89853, 2.96629], [0.63338, -3.73311, 2.47601], [1.64363, -3.36771, 3.01045], [-0.02882, -3.02768, 1.47172], [-1.47027, -5.81891, 1.47024], [-2.26046, -4.60073, 2.56223], [0.52060, -5.76314, 2.83947], [-0.33683, -4.80528, 4.03786], [4.69412, -1.09238, 1.26028], [2.95196, -1.04621, 1.51246], [2.23046, -0.87198, 0.48655], [3.03271, -0.55749, -0.65544], [2.62815, 0.00574, -1.88448], [3.58982, 0.25458, -2.85527], [4.92550, -0.14931, -2.68305], [5.34066, -0.52902, -1.42357], [4.37579, -0.71448, -0.43737], [2.57785, -1.28791, 2.53584], [1.64199, 0.41978, -1.99689], [3.23508, 0.53541, -3.80509], [5.62567, -0.06964, -3.51478], [6.40607, -0.74189, -1.23789]], "forces_ev_per_angstrom": [[0.344, 0.350, -1.483], [0.179, -0.647, -1.063], [-0.221, 1.106, 0.792], [0.221, -1.166, -0.890], [0.433, -0.110, 1.332], [1.638, 0.311, 0.617], [0.271, -0.039, 0.275], [0.350, -1.340, -0.002], [-0.592, 0.031, 0.930], [1.104, 0.558, -0.429], [-2.053, 0.404, -1.934], [-0.092, 0.625, -0.506], [0.366, -0.587, 0.668], [-0.566, 0.189, 0.791], [-0.529, -0.361, 0.167], [0.157, 0.610, 0.539], [0.148, 0.520, 0.215], [-0.343, 0.130, 0.216], [-0.141, -0.224, -0.223], [-0.576, 0.126, -0.636], [-1.324, 0.866, 0.973], [0.362, -0.540, -0.453], [0.637, 1.015, 1.434], [-0.537, 0.084, 1.950], [-0.563, 0.962, 0.108], [1.092, -1.104, 0.131], [-0.556, -1.505, -0.456], [-1.409, -0.178, -1.871], [0.204, 0.443, 0.811], [0.026, -0.356, 0.035], [0.956, 0.170, 0.355], [-0.230, -0.635, -0.623], [0.463, -0.476, 0.222], [1.165, 0.228, -0.315], [-0.197, -0.650, -0.683], [-0.909, -0.277, 0.161], [-0.114, 0.437, -0.879], [-0.039, -0.073, -0.071], [0.290, -0.888, -2.168], [0.532, 0.359, 0.410], [-0.114, 1.112, 0.258], [0.235, -0.172, 0.192], [0.275, 0.587, 0.263], [0.049, -0.139, -0.128], [-0.711, -1.063, 1.228], [0.377, 0.476, -1.324], [-0.220, 0.085, 1.112], [0.256, 0.997, -1.455], [-0.759, -0.359, 0.633], [0.102, 0.197, -1.084], [-0.633, 0.745, -1.698], [-0.212, -0.482, -0.996], [0.731, -0.438, 1.785], [0.841, 0.580, 5.172], [-0.331, -0.608, -2.371], [0.091, -0.429, 0.418], [0.427, 0.290, -0.004], [-0.382, 0.373, -0.085], [1.399, -0.716, 0.748], [-0.162, 0.328, -0.430], [0.535, -0.050, -0.096], [-0.969, 0.402, -0.507], [-0.066, 0.479, -0.076], [-0.353, -2.001, 0.222], [0.850, -0.248, -0.603], [-0.778, -0.952, -0.375], [-1.064, 2.212, -0.175], [1.721, 0.337, 0.349], [0.721, 0.568, -0.356], [-0.334, 0.262, 0.355], [-0.657, -0.221, 0.348], [-0.191, -0.212, 0.003], [0.059, 0.188, -0.197], [-1.019, 0.282, -0.649], [1.073, -1.044, 1.942], [-0.489, 0.458, -1.195], [-1.323, 0.289, -0.004], [0.495, 0.487, 0.682], [-0.054, -1.633, 0.863], [-0.229, 0.616, 0.088], [0.737, -0.432, -0.362], [1.395, -0.285, 0.991], [0.062, 0.289, -1.145], [-0.393, -0.432, -0.060], [-0.203, 0.752, -1.041], [-0.081, 0.031, 0.275], [-0.652, 0.127, 0.041]], "mulliken_charge": [0.63, -0.68, 1.01, -0.89, -0.18, -0.14, -0.34, -0.50, -0.67, -0.75, 0.16, 1.58, -0.78, -0.69, -0.62, 0.27, 0.50, 0.31, 0.39, 0.52, -0.84, 0.34, -1.25, -1.26, 0.34, -0.12, -1.55, -0.40, 1.16, -0.51, -0.43, 0.36, 0.24, 0.19, 0.27, 0.36, 0.33, 0.33, 0.41, 0.33, 0.38, 0.34, 0.28, -0.84, 0.61, -0.55, -0.17, -0.21, -0.08, -0.78, -0.11, -0.43, -0.42, 0.33, -0.65, 0.24, 0.22, 0.34, 0.34, 0.50, 0.65, 0.30, -0.62, 0.04, -0.33, -0.52, 0.00, -0.64, 1.21, 0.34, -0.15, 0.30, 0.27, -0.35, -0.05, 1.22, -0.96, -0.31, -0.92, -0.55, -0.48, 1.02, 0.15, 0.43, 0.48, 0.37, 0.32]}

=====

{"formula": "C35H33BrCdN3O4S", "method": "ωB97M-V/def2-TZVPD", "e_homo_ev": -4.09, "fmax_ev_per_a": 1.0, "e_lumo_ev": 2.45, "charge": -1, "elements": ["Cd", "O", "C", "C", "C", "C", "C", "C", "C", "N", "C", "C", "N", "C", "C", "C", "C", "C", "C", "C", "O", "H", "H", "H", "H", "H", "H", "H", "H", "H", "H", "H", "H", "H", "H", "O", "C", "C", "C", "C", "C", "C", "N", "H", "H", "H", "H", "H", "H", "H", "C", "S", "O", "C", "C", "C", "C", "C", "C", "H", "H", "H", "H", "H", "H", "H", "H", "Br", "C", "C", "C", "C", "C", "C", "H", "H", "H", "H"], "positions_angstrom": [[-0.47255, -0.01742, -0.21069], [-0.81146, 1.97313, 1.15343], [-1.80488, 2.50092, 1.76676], [-1.59638, 3.58330, 2.67812], [-2.62757, 4.17963, 3.35835], [-3.95435, 3.75939, 3.18191], [-4.20694, 2.73105, 2.30278], [-3.17949, 2.10031, 1.59431], [-3.42923, 0.99080, 0.70730], [-4.55202, 0.49224, 0.37690], [-4.60829, -0.68354, -0.45805], [-3.32451, -1.22566, -1.13304], [-2.26243, -1.56161, -0.19589], [-2.41159, -2.57482, 0.56080], [-1.55540, -2.98368, 1.65038], [-1.86903, -4.21170, 2.25698], [-1.18189, -4.70752, 3.33823], [-0.13536, -3.94258, 3.86674], [0.19740, -2.73421, 3.30991], [-0.48100, -2.19302, 2.17679], [-0.07827, -1.06753, 1.70454], [-0.57339, 3.91840, 2.81010], [-2.41097, 4.99216, 4.04483], [-4.75647, 4.23317, 3.73456], [-5.21871, 2.37905, 2.13369], [-2.50091, 0.56978, 0.33450], [-5.32951, -0.48952, -1.25946], [-5.03675, -1.49281, 0.14811], [-2.93555, -0.48414, -1.83467], [-3.62468, -2.10822, -1.71166], [-3.29037, -3.21957, 0.41196], [-2.69486, -4.78346, 1.84388], [-1.44843, -5.65991, 3.77794], [0.41142, -4.30891, 4.72872], [1.00687, -2.14193, 3.72120], [-0.51639, -1.73089, -3.30890], [0.20648, -2.91699, -3.47865], [0.91545, -3.42296, -2.23875], [1.52139, -4.67768, -2.26758], [2.16459, -5.13803, -1.13525], [2.20770, -4.31910, -0.01779], [1.59585, -3.08060, -0.08673], [0.94997, -2.63888, -1.16679], [-0.01781, -1.14594, -2.72225], [0.96129, -2.81653, -4.27361], [-0.50927, -3.67321, -3.81206], [1.46953, -5.27891, -3.16769], [2.62247, -6.11948, -1.12135], [2.70583, -4.63372, 0.88939], [1.61238, -2.40570, 0.75643], [2.96067, 0.23270, 1.69334], [2.42793, 0.76366, 0.02129], [2.91334, -0.27457, -0.92433], [3.58997, 2.14010, -0.15666], [4.58058, 2.05155, -1.11543], [5.45035, 3.11777, -1.29570], [5.31105, 4.26431, -0.52629], [4.29970, 4.35002, 0.42256], [3.42861, 3.28829, 0.60575], [3.44003, -0.73384, 1.55142], [2.05186, 0.12361, 2.28587], [3.64653, 0.94459, 2.14405], [4.65393, 1.14408, -1.70312], [6.23133, 3.05940, -2.04313], [5.98440, 5.10033, -0.66898], [4.18313, 5.25193, 1.00989], [2.61825, 3.35436, 1.32420], [-0.03055, 5.14675, -4.67889], [-0.18854, 3.58665, -3.57797], [0.84808, 2.67615, -3.54435], [0.73481, 1.56904, -2.70884], [-0.38470, 1.33971, -1.90190], [-1.41135, 2.28519, -1.99885], [-1.32919, 3.40268, -2.82114], [1.72936, 2.83140, -4.15354], [1.56420, 0.86796, -2.70698], [-2.31159, 2.17802, -1.40303], [-2.13412, 4.12521, -2.84797]], "forces_ev_per_angstrom": [[-0.101, 0.029, 0.397], [-0.006, -0.308, -0.045], [-0.152, 0.073, -0.001], [0.074, 0.001, -0.004], [0.013, -0.041, -0.054], [-0.088, 0.076, 0.097], [0.027, -0.029, -0.084], [0.230, 0.219, 0.187], [-0.048, -0.181, -0.206], [-0.126, 0.158, 0.231], [0.273, -0.137, -0.098], [-0.355, 0.132, 0.029], [0.114, 0.021, 0.169], [-0.094, 0.101, -0.235], [0.238, -0.001, 0.262], [-0.021, 0.062, -0.064], [0.011, -0.116, 0.074], [-0.075, -0.015, -0.055], [0.039, 0.056, -0.018], [-0.010, -0.248, -0.026], [0.126, 0.197, -0.353], [-0.007, -0.014, 0.019], [0.001, 0.002, -0.004], [-0.009, -0.010, -0.034], [0.002, -0.015, 0.016], [-0.295, 0.009, -0.075], [-0.007, -0.051, 0.005], [-0.027, 0.017, -0.015], [0.020, -0.053, -0.024], [0.072, 0.024, -0.032], [-0.003, 0.007, -0.020], [-0.006, 0.016, -0.007], [-0.011, 0.014, -0.014], [0.028, 0.031, -0.009], [-0.022, 0.032, -0.019], [0.036, -0.088, -0.004], [-0.011, 0.017, -0.012], [-0.075, 0.014, 0.098], [-0.042, -0.031, 0.008], [-0.022, 0.013, -0.079], [0.033, 0.001, 0.046], [0.074, -0.018, -0.021], [-0.116, 0.011, -0.188], [-0.037, 0.114, 0.046], [-0.023, 0.020, 0.008], [0.050, -0.044, -0.003], [-0.004, -0.003, 0.003], [0.018, 0.009, -0.011], [-0.042, 0.034, 0.020], [0.006, 0.026, 0.057], [-0.332, 0.126, -0.064], [0.826, 0.234, 0.480], [0.040, -0.284, -0.195], [-0.305, 0.083, 0.052], [-0.011, -0.214, -0.072], [0.005, 0.113, 0.052], [0.040, -0.004, -0.019], [-0.007, -0.003, 0.013], [-0.099, 0.019, 0.056], [0.035, -0.010, -0.061], [0.044, -0.065, 0.009], [0.000, 0.028, -0.033], [-0.009, 0.020, 0.003], [-0.003, -0.020, -0.003], [0.000, -0.013, -0.018], [-0.016, -0.013, 0.001], [-0.004, 0.006, -0.021], [-0.022, -0.103, 0.043], [0.025, 0.137, -0.084], [-0.031, 0.038, -0.034], [-0.022, -0.155, -0.080], [0.197, 0.019, -0.152], [-0.040, -0.069, 0.011], [-0.026, -0.024, 0.034], [0.014, -0.020, 0.024], [0.016, -0.002, 0.076], [0.027, 0.036, 0.050], [0.006, 0.005, -0.024]], "mulliken_charge": [3.95, -0.66, -0.14, -0.85, -0.39, -0.63, -0.51, 0.15, 2.00, -0.79, -0.75, -1.10, 0.08, -0.84, 0.92, -0.77, -0.73, -0.51, -0.67, -0.30, -0.82, 0.31, 0.37, 0.35, 0.44, -1.06, 0.47, 0.32, 0.22, 0.54, 0.18, 0.33, 0.39, 0.39, 0.37, -0.45, -0.70, 0.66, -0.98, -0.32, -1.24, -0.12, 0.27, -0.09, 0.27, 0.42, 0.45, 0.39, 0.46, 0.45, -1.02, 1.10, -0.73, -0.19, -0.42, -0.65, -0.40, -0.61, -0.42, 0.28, 0.17, 0.56, 0.44, 0.38, 0.37, 0.39, 0.45, -0.26, 0.09, -0.63, 0.73, -0.93, -0.07, -0.80, 0.42, 0.51, 0.07, 0.44]}